1.
The following is a quantum chemistry calculation of a cluster of 3 separate species, C2H9O2S in total, from OMol25.

XYZ file:
```
14
Properties=species:S:1:pos:R:3:mulliken_charge:R:1
C 2.30 -0.65 -1.47 -1.11
C 0.83 -0.35 -1.57 -0.38
S 0.18 0.51 -0.11 -0.73
H 2.87 0.29 -1.42 0.26
H 2.50 -1.20 -0.55 0.27
H 2.70 -1.19 -2.34 0.35
H 0.65 0.22 -2.47 0.24
H 0.29 -1.30 -1.69 0.24
H -2.61 1.50 -0.36 0.33
H -2.26 0.09 -0.23 0.28
O -3.03 0.68 -0.07 -0.66
H -0.68 -1.17 2.63 0.31
H 0.25 0.00 2.28 0.27
O 0.01 -0.61 3.00 -0.67
```

Computed properties:
Total charge: -1
Energy in eV: -17151.668
LUMO energy in eV: 4.1910


2.
The following is a quantum chemistry calculation of a cluster of 3 separate species, C2H9O3 in total at a distorted geometry, from OMol25.

XYZ file:
```
14
Properties=species:S:1:pos:R:3:mulliken_charge:R:1
C -0.34 -1.05 -0.25 -0.12
O -0.79 0.25 -0.33 -0.95
C -0.01 -1.44 1.23 -1.13
H 0.51 -1.17 -0.94 0.19
H -1.12 -1.81 -0.46 0.14
H 0.95 -1.08 1.61 0.27
H -0.13 -2.52 1.36 0.39
H -0.67 -0.88 1.90 0.24
H 0.92 1.01 -2.50 0.24
H -0.32 1.13 -1.41 0.47
O 0.20 1.59 -2.20 -0.76
H 0.78 2.34 0.19 0.31
H -0.33 1.49 0.75 0.44
O 0.36 2.15 1.05 -0.74
```

Computed properties:
Total charge: -1
Energy in eV: -8363.019
LUMO energy in eV: 4.3819


3.
The following is a quantum chemistry calculation of a cluster of 3 separate species, C2H9OS in total at a distorted geometry, from OMol25.

XYZ file:
```
13
Properties=species:S:1:pos:R:3:mulliken_charge:R:1
O -0.58 1.65 -1.50 -0.62
H -0.71 2.60 -1.59 0.31
H -2.72 -1.60 -1.75 -0.12
H -1.29 1.29 -2.06 0.32
C 0.45 -0.77 1.45 -0.79
C 1.78 -0.12 1.27 0.12
S 2.09 1.09 0.20 0.01
H 0.63 -1.81 1.19 0.31
H 0.24 -0.72 2.51 0.31
H -0.30 -0.26 0.85 0.35
H -3.37 -1.88 -1.53 0.12
H 2.70 -0.51 1.70 0.36
H 1.07 1.04 -0.75 0.32
```

Computed properties:
Total charge: +1
Energy in eV: -15093.536
LUMO energy in eV: -6.3535


4.
The following is a quantum chemistry calculation of a structure of composition C2HBr2ClOS at a distorted geometry, from OMol25.

XYZ file:
```
8
Properties=species:S:1:pos:R:3:mulliken_charge:R:1
C 0.24 -0.42 -0.33 -0.15
C -0.71 -0.96 0.57 0.00
O 0.89 1.47 -1.90 -0.51
S 0.12 1.28 -0.68 0.49
Cl 1.27 2.16 0.92 -0.21
Br -0.88 -2.84 0.96 -0.07
Br -1.91 0.12 1.40 -0.01
H 0.98 -0.81 -0.96 0.46
```

Computed properties:
Total charge: 0
Energy in eV: -167578.283
LUMO energy in eV: -1.1315